No. 1
100
Properties=species:S:1:pos:R:3:forces:R:3 method="wB97M-V/def2-TZVPD" charge=-1 lumo_ev=2.2 gap_ev=6.370 e_tot_ha=-3992.3201 multiplicity=1 e_homo_ev=-4.19
K 0.32290 0.73760 1.39270 -0.6 -0.2 -0.3
O 1.81203 -0.62721 4.33937 0.1 -0.1 0.0
C 2.02361 -0.89923 3.12787 0.1 0.0 0.1
N 2.68252 -0.23227 2.20867 0.1 0.1 0.1
C 3.46495 0.85201 2.66973 0.0 0.0 0.0
C 4.51788 0.58615 3.55498 0.0 0.0 0.0
C 5.37782 1.56947 4.00270 0.0 0.0 0.0
C 5.19860 2.87842 3.56803 0.0 0.0 0.0
C 4.16142 3.16321 2.70158 0.0 0.0 0.0
C 3.28207 2.17852 2.23626 0.0 0.0 0.0
N 2.28526 2.54261 1.29658 0.0 0.0 0.1
C 1.44786 3.48464 1.65136 0.0 0.1 0.0
O 1.27533 4.04247 2.77412 0.0 0.0 0.0
C 0.51765 3.98020 0.55706 0.1 0.0 0.0
C 0.31284 5.35691 0.45981 -0.1 0.0 0.0
C -0.51642 5.84233 -0.52940 0.0 0.0 0.0
C -1.14797 4.93727 -1.37373 0.0 0.0 0.0
C -0.91366 3.58949 -1.17708 0.0 0.0 0.0
N -0.09337 3.10750 -0.24318 0.1 0.0 0.0
C 1.39350 -2.19356 2.65013 0.0 0.0 0.0
C 1.57260 -3.35205 3.40666 0.0 0.0 0.0
C 1.00008 -4.53048 2.97100 0.0 0.0 0.0
C 0.23270 -4.51745 1.81206 0.0 0.0 0.0
C 0.07777 -3.31409 1.14855 0.0 0.0 0.0
N 0.64837 -2.17672 1.54521 0.0 0.1 0.0
H 4.64101 -0.43796 3.88712 0.0 0.0 0.0
H 6.18156 1.31855 4.68542 0.0 0.0 0.0
H 5.85871 3.66941 3.90466 0.0 0.0 0.0
H 3.99856 4.17926 2.36280 0.0 0.0 0.0
H 0.80247 6.00307 1.17438 0.0 0.0 0.0
H -0.68185 6.90757 -0.63795 0.0 0.0 0.0
H -1.81888 5.26415 -2.15719 0.0 0.0 0.0
H -1.42013 2.85121 -1.78907 0.0 0.0 0.0
H 2.15225 -3.29462 4.31747 0.0 0.0 0.0
H 1.14205 -5.44923 3.52814 0.0 0.0 0.0
H -0.24292 -5.41305 1.43375 0.0 0.0 0.0
H -0.52816 -3.25220 0.25177 0.0 0.0 0.0
C -0.89438 0.41898 -3.89887 0.0 0.0 0.0
N -1.02190 -0.34418 -2.65474 0.0 0.0 -0.1
P -2.25149 0.17632 -1.52260 -0.1 0.0 0.0
C -3.75122 0.19430 -2.59057 0.0 0.1 0.0
C -4.71149 1.15008 -2.27358 0.0 0.0 0.0
C -5.91536 1.20371 -2.96689 0.0 0.0 0.0
C -6.16025 0.31043 -3.99695 0.0 0.0 0.0
C -5.20213 -0.64159 -4.32951 0.0 0.0 0.0
C -4.00988 -0.70132 -3.62797 0.0 0.0 0.0
C -2.60916 -1.41427 -0.67333 0.0 0.0 0.1
C -2.87012 -1.34930 0.69232 0.0 0.0 0.0
C -3.22272 -2.49620 1.39357 0.0 0.0 0.0
C -3.31850 -3.71273 0.73646 0.0 0.0 0.0
C -3.05498 -3.78521 -0.62678 0.0 0.0 0.0
C -2.69717 -2.64340 -1.32519 0.0 0.0 0.0
P 0.40575 -0.73114 -1.74090 0.0 0.0 -0.1
C 0.83443 -2.39928 -2.35877 0.0 0.0 0.0
C 0.17734 -3.04159 -3.40197 0.0 0.0 0.0
C 0.55541 -4.32034 -3.79229 0.0 0.0 0.0
C 1.59414 -4.96755 -3.13873 0.0 0.0 0.0
C 2.25343 -4.33306 -2.09276 0.0 0.0 0.0
C 1.87374 -3.05896 -1.70193 0.0 0.0 0.0
C 1.75772 0.22404 -2.52931 0.0 0.0 0.0
C 2.32734 -0.11357 -3.75989 0.0 0.0 0.0
C 3.35743 0.64384 -4.28986 0.0 0.0 0.0
C 3.84511 1.74260 -3.58841 0.0 0.0 0.0
C 3.30488 2.07042 -2.35678 0.0 0.0 0.0
C 2.26555 1.31406 -1.82629 0.0 0.0 0.0
H -1.87655 0.59379 -4.33603 0.0 0.0 0.0
H -0.30003 -0.14477 -4.61871 0.0 0.0 0.0
H -0.40456 1.38762 -3.75302 0.0 0.0 0.0
H -4.51277 1.85485 -1.47316 0.0 0.0 0.0
H -6.65565 1.94870 -2.70385 0.0 0.0 0.0
H -7.09394 0.35326 -4.54377 0.0 0.0 0.0
H -5.39047 -1.34100 -5.13485 0.0 0.0 0.0
H -3.26889 -1.44953 -3.88578 0.0 0.1 0.0
H -2.79488 -0.39655 1.20863 0.0 0.0 0.0
H -3.41247 -2.43773 2.45823 0.0 0.0 0.0
H -3.58483 -4.60735 1.28573 0.0 0.0 0.0
H -3.11541 -4.73579 -1.14306 0.0 0.0 0.0
H -2.47650 -2.70702 -2.38310 0.0 0.0 0.1
H -0.63782 -2.53436 -3.90613 0.0 0.0 0.0
H 0.03736 -4.81112 -4.60760 0.0 0.0 0.0
H 1.88657 -5.96613 -3.43905 0.0 0.0 0.0
H 3.05790 -4.83657 -1.57147 0.0 0.0 0.0
H 2.37541 -2.57097 -0.87187 0.0 0.0 0.0
H 1.97358 -0.98500 -4.29904 0.0 0.0 0.0
H 3.79100 0.37176 -5.24465 0.0 0.0 0.0
H 4.65899 2.32758 -3.99955 0.0 0.0 0.0
H 3.69104 2.90158 -1.78021 0.0 0.0 0.0
H 1.89113 1.58937 -0.84736 0.0 0.0 0.0
S -2.76026 2.23205 2.40030 0.1 -0.1 0.0
C -1.78456 1.86581 3.72068 0.1 0.0 0.0
N -2.10965 0.97339 4.70181 0.0 0.0 0.0
C -0.91400 0.59792 5.46496 0.0 0.0 0.0
C -0.00882 1.80803 5.21731 0.0 0.0 0.0
N -0.56527 2.33922 3.97452 0.1 0.0 0.0
H -2.83124 0.30902 4.48160 0.0 0.0 0.0
H -0.44018 -0.30356 5.06902 0.0 0.0 0.0
H -1.14579 0.45766 6.51962 0.0 0.0 0.0
H 1.03050 1.51251 5.08812 0.0 0.0 0.0
H -0.09483 2.55339 6.01356 0.0 0.0 0.0
H -0.09663 3.10292 3.46833 0.0 0.0 0.0



No. 2
144
Properties=species:S:1:pos:R:3:forces:R:3 method="wB97M-V/def2-TZVPD" charge=+1 lumo_ev="-3.5 / -3.5" gap_ev="6.291 / 7.365" e_tot_ha=-6672.8073 multiplicity=3 e_homo_ev="-9.75 / -10.82"
C 2.96412 -1.11944 -0.90108 0.0 0.4 -0.5
C 4.02565 -0.89976 0.13690 0.1 0.1 0.1
O 4.97377 -0.19292 -0.04751 -0.1 -0.3 0.1
O 3.94336 -1.61993 1.29179 0.2 0.4 0.4
C 2.70987 -1.87205 1.96067 -0.3 -0.4 -0.1
C 1.81827 -0.67606 2.22754 0.1 0.4 -0.2
C 2.51681 0.53260 2.85326 0.0 -0.3 0.1
C 1.54086 1.42098 3.63710 0.1 0.1 -0.3
C 0.18856 1.71983 2.97591 -0.4 -0.1 0.1
N -0.82268 1.75605 4.08347 -0.4 0.1 -0.7
C -2.02526 2.29342 3.75809 -0.3 -0.1 0.3
N -2.85012 2.58453 4.74428 0.1 -0.3 -0.2
Br -4.56784 3.19686 4.53193 0.0 0.0 0.0
N -2.41545 2.52356 2.45292 1.1 -0.4 -0.2
P -2.83767 0.97080 1.69700 -0.8 -0.2 -0.1
N -4.27929 0.80811 1.19627 0.3 0.4 0.3
C -1.38137 3.40684 1.76715 0.1 0.7 0.1
C -1.71203 4.81568 2.31581 -0.1 0.0 0.3
N -0.81806 5.84033 1.80978 0.0 -0.2 -0.1
C -1.58286 3.43239 0.26272 -0.2 0.0 -0.2
C -3.01134 3.72089 -0.22947 -0.2 -0.1 0.2
O -3.43021 2.79722 -1.20410 0.2 0.3 0.0
Si -3.00451 2.99061 -2.80864 0.0 -0.3 -0.4
C -1.22736 2.52033 -3.16347 -0.1 0.3 0.0
C -4.07917 1.82774 -3.76479 0.2 0.0 -0.1
C -3.28042 4.74942 -3.38960 0.3 -0.3 0.4
C 0.08955 3.03847 2.19587 0.1 -0.2 0.1
S 1.31590 2.92556 0.85903 -0.1 -0.3 0.0
C 2.12577 4.51985 1.02671 -0.1 0.1 -0.1
C 3.32044 4.50252 0.11735 0.3 -0.4 -0.5
O 3.71734 3.53269 -0.47448 -0.2 0.5 0.3
O 3.85237 5.73687 0.03159 0.1 -0.1 0.2
C 5.16696 5.81322 -0.52904 0.1 0.3 -0.3
C 6.23189 5.71671 0.54604 0.1 0.4 0.1
C 6.19398 6.92762 1.46845 -0.1 -0.1 -0.2
O 6.02787 4.50381 1.27385 -0.2 0.0 -0.2
C 7.05788 3.78889 1.78562 0.0 -0.5 0.2
O 6.89690 2.63026 2.04031 -0.1 0.3 0.0
C 8.34282 4.50238 2.11863 0.2 -0.1 -0.2
S 8.37916 4.97947 3.86623 0.2 0.0 0.3
H 1.95368 -1.20667 -0.52096 -0.1 -0.2 0.1
H 2.99892 -0.26222 -1.57166 0.0 0.0 0.0
H 3.21878 -1.99324 -1.50054 0.0 -0.2 0.1
H 2.99610 -2.30734 2.91776 0.2 0.0 0.0
H 2.13163 -2.64083 1.43787 0.1 0.1 -0.2
H 1.35631 -0.35499 1.29114 -0.1 0.0 -0.1
H 0.98726 -1.02390 2.85034 0.2 -0.1 0.0
H 3.28067 0.18313 3.55109 0.0 0.0 0.1
H 3.04431 1.08867 2.08501 0.0 0.1 0.0
H 2.01835 2.37002 3.88752 0.0 0.0 0.1
H 1.32118 0.92024 4.58187 0.0 0.0 0.1
H -0.08874 0.88961 2.32523 0.0 -0.1 -0.2
H -0.95154 0.83143 4.48755 0.3 0.2 0.6
H -2.54513 2.43009 5.69620 0.0 0.0 0.1
H -1.82097 0.72865 0.76116 0.1 0.1 0.1
H -2.50084 0.08520 2.74435 0.2 0.0 -0.1
H -4.86174 1.63049 1.27383 -0.3 -0.2 -0.3
H -2.77090 5.01921 2.13347 -0.1 0.0 -0.1
H -1.60220 4.78920 3.40459 0.0 0.0 0.0
H -1.14478 6.21222 0.92814 0.0 0.1 0.0
H -0.74218 6.60764 2.46067 0.0 0.1 0.0
H -0.92541 4.21762 -0.10597 0.2 -0.1 0.0
H -1.22534 2.52292 -0.21478 0.0 -0.1 0.0
H -3.06270 4.74326 -0.61710 0.0 0.1 0.0
H -3.72630 3.67148 0.59379 0.0 0.0 0.1
H -1.12733 1.44504 -3.30792 0.1 -0.1 0.1
H -0.49871 2.86222 -2.42807 0.0 0.0 0.1
H -0.96022 3.00740 -4.10458 0.1 -0.1 -0.1
H -3.82581 1.95841 -4.81893 -0.1 0.0 -0.1
H -3.84975 0.79130 -3.51822 -0.1 -0.1 0.1
H -5.14101 2.02447 -3.63663 -0.1 -0.1 0.0
H -3.28057 4.72919 -4.47890 -0.1 0.1 -0.1
H -2.45752 5.39756 -3.08439 -0.1 0.1 0.0
H -4.22225 5.15041 -3.02142 -0.1 0.1 -0.1
H 0.44489 3.82667 2.86123 0.0 0.1 0.0
H 2.44723 4.70102 2.05171 0.1 0.0 0.0
H 1.46351 5.33333 0.74313 0.0 0.1 0.0
H 5.25822 6.80861 -0.96225 -0.2 0.0 0.0
H 5.29237 5.09247 -1.33267 0.0 -0.3 0.2
H 7.18009 5.70018 0.00462 0.1 -0.2 0.0
H 6.93656 6.85972 2.25775 0.0 0.0 0.1
H 6.39256 7.82294 0.88020 0.0 0.1 0.1
H 5.20056 7.01257 1.90670 0.0 0.0 0.1
H 8.56076 5.36137 1.49524 0.0 0.1 -0.1
H 9.13561 3.76889 1.99562 0.0 0.0 0.0
H 7.06671 5.14831 4.03307 -0.2 0.0 0.0
C -3.15980 -4.77369 1.92350 0.1 0.0 0.2
C -2.04135 -3.74914 1.66891 -0.9 -0.3 -0.1
C -0.97999 -4.33366 0.74289 0.4 -0.1 0.0
C -0.13705 -5.42326 1.40131 -0.1 0.1 0.1
C 0.48872 -4.91369 2.70088 0.1 0.1 -0.4
C -0.50870 -4.27167 3.66989 -0.3 -0.5 0.7
N -1.38969 -3.30137 2.94157 1.2 0.3 -0.8
O -0.82844 -2.14389 2.81078 -0.6 0.0 0.4
C -1.34066 -5.35182 4.37975 -0.1 0.0 -0.1
C 0.24644 -3.51918 4.75709 0.1 0.2 0.0
C -2.70628 -2.55004 1.00777 0.1 0.2 0.0
H -3.78943 -4.83941 1.03689 0.0 0.1 0.0
H -2.79824 -5.77842 2.11956 0.0 0.0 0.0
H -3.78678 -4.46389 2.75980 0.0 0.0 0.0
H -0.32051 -3.52512 0.40852 0.0 0.0 0.0
H -1.47252 -4.72413 -0.14938 -0.1 0.0 0.0
H -0.73885 -6.31621 1.58628 0.0 0.0 0.0
H 0.65773 -5.73113 0.71966 0.0 0.0 0.0
H 0.99582 -5.72850 3.22049 0.0 0.0 0.1
H 1.25803 -4.17529 2.45127 -0.1 0.0 0.1
H -2.15776 -4.89949 4.94243 0.0 0.0 0.0
H -0.70568 -5.88839 5.08333 0.1 0.1 0.0
H -1.75785 -6.09632 3.70853 0.0 0.0 0.0
H 0.95151 -2.80173 4.34309 0.0 0.0 0.0
H 0.80644 -4.23857 5.35301 0.0 0.0 0.0
H -0.44009 -2.98587 5.41529 0.0 0.0 0.0
H -3.45465 -2.10428 1.66421 -0.1 0.0 0.0
H -3.20269 -2.88345 0.09726 0.0 0.0 0.0
H -1.98480 -1.78272 0.73479 0.1 0.0 0.0
C -3.82567 -4.56824 -5.69104 0.1 -0.1 0.1
C -2.68633 -3.54421 -5.82958 -0.8 -0.3 0.0
C -1.65439 -4.03194 -6.84574 0.3 -0.1 0.0
C -0.83620 -5.21995 -6.34390 -0.1 0.0 0.1
C -0.17635 -4.90412 -5.00200 0.1 0.2 -0.3
C -1.14458 -4.36911 -3.94411 -0.3 -0.7 0.6
N -2.01084 -3.28898 -4.51502 1.1 0.4 -0.7
O -1.42192 -2.14121 -4.48973 -0.4 -0.1 0.3
C -1.99495 -5.51676 -3.37207 -0.1 0.0 -0.1
C -0.36225 -3.79250 -2.77448 0.3 0.3 0.1
C -3.32575 -2.25018 -6.30887 0.1 0.2 0.0
H -4.47093 -4.50170 -6.56609 0.0 0.1 0.0
H -3.48690 -5.59858 -5.63666 0.0 0.0 0.0
H -4.43143 -4.35712 -4.80925 0.0 0.0 0.0
H -0.97530 -3.20798 -7.08592 0.0 0.0 0.1
H -2.17415 -4.29165 -7.76999 0.0 0.0 0.0
H -1.46309 -6.11123 -6.26130 0.0 0.0 0.0
H -0.06318 -5.46197 -7.07441 0.0 0.0 0.0
H 0.31155 -5.79563 -4.60260 0.0 0.0 0.0
H 0.61107 -4.16161 -5.16452 -0.1 0.1 0.0
H -2.79448 -5.12397 -2.74138 0.0 0.0 0.0
H -1.36419 -6.15912 -2.75709 0.1 0.0 0.0
H -2.44016 -6.15412 -4.12978 0.0 0.0 0.0
H 0.35652 -3.03886 -3.09014 -0.1 0.0 -0.1
H 0.19711 -4.58613 -2.27667 -0.1 -0.1 -0.1
H -1.02029 -3.33167 -2.03668 -0.1 0.0 -0.1
H -4.05117 -1.88067 -5.58374 0.0 0.0 0.0
H -3.84447 -2.44558 -7.24687 0.0 0.0 0.0
H -2.58902 -1.47126 -6.48567 0.0 0.0 0.1